{
  "formula": "C39H91N13O13",
  "method": "ωB97M-V/def2-TZVPD",
  "symbols": ["H", "H", "H", "C", "H", "H", "H", "H", "H", "C", "H", "O", "O", "H", "C", "C", "H", "H", "H", "N", "H", "C", "N", "O", "H", "C", "C", "N", "H", "C", "C", "O", "H", "H", "H", "C", "C", "H", "H", "H", "H", "C", "H", "H", "H", "N", "C", "H", "N", "H", "H", "H", "O", "H", "H", "H", "H", "H", "H", "H", "C", "H", "H", "H", "H", "H", "H", "H", "H", "H", "H", "C", "H", "O", "C", "C", "H", "H", "C", "H", "H", "H", "C", "H", "H", "H", "N", "O", "H", "H", "H", "N", "O", "H", "H", "H", "H", "H", "H", "O", "C", "H", "H", "H", "C", "H", "C", "N", "H", "H", "H", "H", "H", "O", "N", "C", "C", "O", "C", "C", "C", "C", "C", "H", "H", "H", "H", "N", "C", "C", "O", "C", "H", "H", "O", "H", "N", "H", "H", "C", "H", "H", "C", "C", "H", "N", "H", "C", "H", "C", "C", "C", "H", "H", "H", "N"],
  "coordinates": [[1.64227, -7.12942, -12.24703], [5.40930, -3.97865, -17.51075], [1.85747, -1.97155, -10.64824], [7.17632, -5.86677, -9.75840], [3.45739, -7.16189, -13.84311], [8.99323, -6.62239, -16.68459], [2.65669, 1.79460, -14.27447], [3.39733, -8.77622, -13.08402], [5.04730, -3.31428, -9.56428], [7.36944, -9.39229, -14.78137], [6.68831, -5.26179, -16.08114], [10.30570, -7.33477, -13.20640], [3.50186, -9.68574, -17.29247], [2.99070, -6.34901, -19.82326], [13.38441, -5.66797, -13.92279], [7.59887, 0.25937, -12.06664], [5.88132, -11.62739, -14.25409], [5.55164, 2.20659, -13.03653], [2.72535, -0.66784, -16.71828], [10.36753, 0.27787, -14.45473], [4.81897, -2.22734, -7.60129], [8.75392, -6.08662, -17.60714], [3.24872, -0.02945, -14.87594], [11.56987, 0.16095, -12.52560], [3.29425, -5.15754, -9.73199], [9.67307, 1.11226, -15.43870], [10.24818, -3.44304, -7.95206], [6.36674, -4.36118, -14.34672], [11.33107, -2.92736, -11.04690], [3.59366, -0.44766, -13.52377], [3.87668, -9.12218, -16.28419], [8.36380, -3.65627, -13.47163], [2.88624, -5.81899, -11.80435], [4.35923, -4.33975, -14.98682], [11.41978, -1.15585, -7.95153], [3.88709, -6.14993, -17.52832], [6.94469, -6.66096, -19.08647], [4.97316, -3.45831, -19.16240], [2.28813, -0.48558, -9.73153], [10.88913, 1.90015, -13.30859], [11.63282, -4.63551, -15.44791], [7.34409, -7.03310, -11.91485], [9.35812, -11.94058, -14.43667], [8.16436, -8.66412, -14.54516], [4.52644, -1.01184, -13.49233], [3.41027, -2.11277, -9.21464], [3.15672, -1.04091, -15.77559], [7.85105, -5.19285, -10.30828], [11.95113, -5.98401, -13.94307], [7.24559, -12.65268, -14.89277], [10.99970, -1.62249, -13.85111], [1.37615, -9.30037, -14.07911], [10.45502, -3.02826, -6.83278], [1.23620, -5.41836, -11.69600], [2.14878, 1.47507, -15.88762], [5.08568, -8.06449, -10.60449], [3.75442, 0.41670, -12.87532], [12.45322, -1.69642, -9.28767], [1.63389, -8.67068, -10.75471], [13.98842, -6.01002, -13.08611], [11.41831, -1.57071, -8.95404], [13.50373, -4.58387, -13.86854], [8.76719, 0.66230, -15.83678], [10.84025, -1.34348, -15.60885], [8.58647, 0.62645, -11.77558], [3.93749, -0.72807, -7.67889], [2.82882, -1.05780, -13.04271], [9.35431, -1.52320, -14.66560], [7.97567, -5.71556, -15.09294], [1.69755, -10.38717, -15.42170], [6.56049, -6.78291, -12.63312], [6.75158, -11.68618, -14.91871], [8.22946, -9.11550, -18.18829], [3.39138, -2.20054, -15.53566], [4.16468, -2.85578, -10.04071], [6.02469, -7.99835, -10.05317], [9.59848, 2.11398, -15.02743], [1.70027, -5.00361, -8.97657], [11.49966, -7.11466, -13.37274], [10.35058, 1.15611, -16.29768], [2.83552, -6.10265, -8.37011], [7.68329, -8.06137, -12.02078], [1.80126, -9.35648, -15.08289], [6.42634, -6.47721, -14.87955], [3.29418, -5.95080, -16.63081], [12.33707, -7.72671, -13.00931], [6.64838, 1.25457, -11.56910], [6.82129, -5.74016, -8.60840], [10.06829, -5.33080, -14.67664], [10.67411, -4.38461, -10.46354], [4.88509, -8.66823, -16.20055], [6.75022, -6.84211, -10.59388], [5.90643, 0.11452, -9.68965], [6.57870, -5.66795, -18.80119], [8.18414, -6.37251, -12.12728], [6.56859, -2.62005, -13.39983], [6.59591, -8.92017, -10.14891], [5.79552, -7.81362, -9.00750], [11.00064, -4.11917, -13.91611], [6.27707, -8.98731, -15.14004], [5.95096, 1.07889, -10.42739], [7.56618, -0.75055, -11.66490], [9.62209, -10.25902, -13.94143], [8.75544, -11.34431, -12.85009], [11.09078, -4.99140, -14.57149], [4.84540, -6.53379, -17.15673], [4.96029, -4.42687, -14.08016], [8.15976, -6.97252, -18.57032], [6.16729, 3.30447, -11.68522], [7.25194, 2.77784, -12.87267], [1.07773, -8.75383, -15.64324], [7.40629, 0.23958, -13.14050], [3.21932, -2.16341, -7.08670], [3.21281, -4.45445, -20.54445], [3.94615, -5.10396, -18.51423], [10.52553, -3.30249, -10.41172], [1.90604, -8.01396, -9.91227], [2.06118, -8.47993, -8.80335], [2.45837, -5.71595, -9.31791], [6.35238, 2.45794, -12.34154], [3.00012, 1.37111, -15.22126], [3.66739, -8.22457, -13.98216], [10.38690, -1.18183, -14.62574], [3.92438, 1.87338, -15.49528], [3.49048, -7.06782, -17.96732], [13.75442, -6.00926, -14.89204], [8.74122, -8.55604, -19.76130], [7.74210, -10.67163, -14.62529], [8.72632, -8.28976, -18.70228], [4.58730, -3.84781, -18.21865], [3.85084, -3.26538, -11.15037], [10.97236, 0.80316, -13.36700], [9.76397, -8.24709, -18.37142], [4.76057, -8.23818, -14.08066], [6.28277, -7.48208, -19.68295], [4.63877, -3.62178, -13.42068], [10.68489, -2.80326, -9.06734], [6.27467, -11.51338, -15.88759], [1.36433, -1.74082, -8.93175], [6.91480, -5.51375, -15.03816], [9.59712, -3.03086, -10.91886], [5.37249, 1.96586, -10.12088], [2.13406, -1.56662, -9.68255], [7.17480, -3.50527, -13.67626], [9.68566, -4.34786, -8.22586], [3.17566, -8.90277, -15.16244], [4.62743, -5.34548, -13.58692], [3.86294, -1.79642, -7.89703], [10.94600, -0.82514, -9.60366], [1.90751, -6.27710, -11.63665], [8.92390, -11.09949, -13.89940], [3.35043, -5.32245, -19.70612], [8.19381, -5.16528, -17.48419], [9.75640, -5.69174, -17.84446], [3.95676, -3.07209, -17.78159], [1.90504, -6.69290, -10.21517]],
  "atomic_forces_ev_per_a": [[-0.001, 0.202, -0.349], [0.016, -0.257, -0.063], [0.118, -0.127, -0.001], [-0.260, -0.364, -0.684], [-0.812, -0.069, -0.388], [-0.726, 0.138, 0.295], [0.050, 0.395, -0.158], [-0.096, -0.018, 0.052], [0.199, 0.652, 0.186], [1.243, 0.638, 0.566], [-0.103, -0.497, -0.154], [0.354, -0.777, -0.211], [-0.665, -0.390, 0.083], [-0.048, -0.135, -0.081], [-0.434, 0.553, -0.995], [0.096, 0.908, -0.182], [0.364, -0.253, 0.403], [-0.100, 0.620, -0.163], [0.260, -0.225, -0.366], [-0.512, -0.268, 0.613], [0.196, -0.073, -0.803], [1.558, 0.358, 0.103], [0.169, -0.800, -0.020], [0.040, 0.020, 0.143], [-0.139, -0.141, -0.486], [1.829, -0.651, -0.173], [0.241, 0.429, -0.719], [1.254, -1.026, 1.054], [0.027, 0.280, 0.176], [0.442, 0.552, 0.579], [1.533, 1.181, -0.396], [0.213, 0.329, -0.151], [0.146, -0.474, -0.620], [0.188, 0.017, -0.121], [-0.115, -0.387, 0.153], [0.170, -1.249, 0.481], [-0.144, -1.427, 0.444], [0.075, 0.068, 0.080], [-0.339, 0.104, -0.291], [-0.058, 0.084, -0.029], [-0.561, -0.185, -0.452], [-0.699, 0.543, 0.128], [0.097, -0.076, 0.191], [0.183, -0.163, 0.091], [-0.054, -0.134, -0.183], [-0.125, -0.337, -0.694], [-0.830, 1.211, 0.037], [0.163, 0.345, 0.269], [0.675, -0.144, 0.632], [-0.264, -0.105, 0.029], [-0.235, -0.098, 0.151], [0.636, -0.092, 0.271], [-0.246, -0.375, 0.301], [-0.400, -0.311, -0.479], [0.365, 0.010, -0.501], [-0.088, -0.387, 0.044], [-0.103, 0.138, -0.205], [-0.037, -0.007, 0.025], [0.097, 0.145, -0.254], [-0.448, -0.697, 0.034], [0.062, 0.828, -0.370], [-0.160, 0.020, -0.189], [-0.383, 0.117, 0.588], [0.031, -0.415, 0.043], [0.231, -0.084, -0.663], [0.082, 0.131, -0.566], [-0.094, -0.130, -0.274], [0.108, -0.429, 0.304], [0.240, 0.672, 1.049], [0.098, 0.042, -0.117], [0.131, -0.413, -0.364], [-0.822, 0.122, -0.295], [-0.362, 0.357, 0.263], [0.206, -0.410, -0.010], [0.006, -1.482, 0.462], [-0.361, 0.942, -0.234], [-0.512, 0.049, -0.106], [-0.099, 0.163, -0.408], [-0.733, 1.271, 0.245], [-0.162, 0.321, -0.235], [-0.129, -0.764, -0.280], [-0.012, -0.038, -0.128], [-1.012, -0.238, -0.173], [-0.251, 0.220, 0.558], [-0.165, 0.465, -0.168], [-0.221, -0.380, 0.070], [-0.537, -0.377, 1.090], [0.130, 0.363, 0.360], [0.139, -0.326, -0.464], [-0.395, -0.069, 0.205], [-0.921, -0.291, -0.452], [0.750, -0.963, 0.364], [0.445, -0.473, -0.434], [0.062, 0.264, -0.229], [0.026, 0.063, 0.312], [0.399, 0.033, 0.463], [0.089, -0.002, -0.116], [0.027, 0.024, -0.001], [0.031, -0.011, 0.098], [0.807, -0.626, 0.187], [-0.350, 0.178, 0.805], [-0.836, 0.160, 0.300], [0.140, -0.164, 0.175], [-0.271, -0.116, -0.064], [0.609, 0.529, 0.989], [0.344, 0.652, -0.187], [-1.358, 0.520, -0.125], [0.137, 0.888, 0.583], [-0.618, -0.168, 0.066], [-0.074, -0.282, -0.285], [0.401, 0.073, -0.451], [0.682, -0.276, -0.115], [-0.510, -0.225, -0.471], [0.039, -0.110, -0.299], [0.062, -0.688, 0.911], [0.343, -0.581, -0.485], [-0.557, -0.008, 0.584], [0.291, -0.018, 0.052], [-0.054, 0.657, 1.450], [1.055, -0.580, -0.063], [-0.235, -0.723, 1.641], [1.926, -0.030, -0.409], [-0.092, 1.279, -1.107], [-0.168, 0.189, -0.477], [-0.298, 0.241, -0.205], [0.702, 0.107, 0.219], [-0.046, -0.067, 0.052], [-0.898, -0.297, 0.051], [0.506, -0.288, -0.905], [0.274, 0.484, -0.344], [-0.201, 0.731, -0.490], [-0.073, -0.032, -0.154], [-0.025, 0.003, 0.053], [-0.302, -0.081, 0.394], [-0.245, 0.368, -0.458], [0.178, 0.086, -0.041], [0.122, 0.093, 0.082], [0.467, -0.033, -0.176], [-0.081, -0.203, -0.062], [-0.630, 0.017, -2.044], [-0.151, 0.017, 0.220], [-0.047, 0.249, -0.393], [0.817, 0.579, 0.787], [-0.978, -0.279, -0.182], [-0.087, -0.206, 0.374], [-2.151, 0.049, 1.078], [0.572, -0.142, 0.090], [0.040, 0.397, 1.838], [0.173, -0.015, -0.047], [0.153, 0.809, 1.908], [0.432, 0.982, -0.614], [-0.076, 0.792, -0.163], [-0.438, -0.313, 0.297], [-0.041, -0.363, -0.795], [-0.363, -0.267, -0.003], [0.664, -0.329, -1.013]],
  "mulliken_charge": [0.475, 0.284, 0.244, 0.360, 0.101, 0.218, 0.343, 0.432, 0.338, -0.139, -0.098, -0.485, -0.709, 0.335, -1.112, -0.904, 0.255, 0.285, 0.327, 0.304, 0.312, -1.145, 0.304, -0.570, 0.048, -1.000, 0.266, 0.900, 0.399, -0.630, -0.114, -0.179, -0.111, -0.292, 0.319, -0.436, 0.181, 0.397, 0.328, 0.330, 0.491, -0.194, 0.404, 0.361, -0.132, 0.533, -0.130, 0.200, 0.330, 0.355, 0.223, 0.349, -0.617, 0.246, 0.398, 0.225, 0.346, 0.298, 0.398, 0.368, -0.876, 0.318, 0.297, 0.371, 0.455, 0.321, 0.404, 0.137, -1.082, 0.344, -0.061, -0.921, 0.235, -0.506, -0.075, -1.064, 0.310, 0.282, -0.129, 0.385, 0.416, 0.265, -1.129, 0.278, 0.258, 0.317, 0.466, -0.681, -0.665, 0.461, 0.868, 0.412, -0.532, 0.318, -0.059, 0.300, 0.285, 0.380, 0.187, -0.811, -0.130, 0.066, 0.212, 0.304, 0.064, -0.217, 0.727, 0.168, 0.406, 0.293, 0.333, 0.315, 0.340, -0.612, 0.274, -1.139, 0.062, -0.586, -0.830, -1.025, -1.018, -0.120, -0.763, 0.276, 0.195, 0.377, 0.357, 0.189, -0.982, -0.797, -0.516, -0.009, 0.410, -0.363, -0.608, -0.415, 0.146, 0.302, 0.336, 0.619, 0.210, 0.319, -1.088, -0.602, 0.232, 0.362, -0.289, -1.018, 0.265, -0.436, -0.914, 0.175, 0.504, 0.353, 0.120, 0.080],
  "homo_energy_ev": -8.84,
  "e_above_lowest_kj_mol": 880.9,
  "orbital_gap_ev": 8.74,
  "lumo_energy_ev": -0.10
}

{
  "formula": "CH5N2Si",
  "method": "ωB97M-V/def2-TZVPD",
  "symbols": ["H", "N", "C", "Si", "H", "H", "H", "N", "H"],
  "coordinates": [[-1.25011, -1.83742, 0.45223], [-1.61489, 0.33268, -1.36685], [0.17012, 0.82555, 0.45378], [-0.44637, -0.76335, -0.31541], [-0.16790, -1.34606, -2.52140], [0.46889, 1.56727, -0.33508], [0.95803, 0.72643, 1.21403], [-2.38429, 0.85257, -1.97721], [-0.78465, 1.13433, 0.89943]],
  "atomic_forces_ev_per_a": [[0.492, 1.064, -0.664], [-3.675, 1.266, -1.781], [0.522, -0.195, -0.379], [0.660, -1.019, -2.725], [0.086, 0.528, 3.234], [-0.222, -0.776, 0.727], [-0.379, 0.028, -0.262], [2.237, -1.224, 1.536], [0.277, 0.327, 0.314]],
  "nbo_charge": [-0.055, -0.157, -1.114, 1.194, -0.028, 0.291, 0.298, 0.306, 0.265],
  "homo_energy_ev": -15.20,
  "charge": 1,
  "e_above_lowest_kj_mol": 252.7,
  "orbital_gap_ev": 9.12,
  "lumo_energy_ev": -6.09
}

{
  "formula": "C4H14NSi2",
  "method": "ωB97M-V/def2-TZVPD",
  "symbols": ["H", "Si", "H", "H", "H", "H", "Si", "C", "H", "N", "H", "H", "H", "H", "H", "H", "C", "H", "C", "C", "H"],
  "coordinates": [[1.17695, -2.36885, 0.40310], [-2.91968, 0.66419, 0.07435], [0.38321, 1.64294, -0.20778], [-1.11903, -2.02778, -0.90758], [-1.19272, -1.66971, 0.84014], [-0.90507, 0.40908, -1.45133], [2.84388, 0.70269, -0.15481], [0.76630, -1.34747, -0.09461], [3.99142, 0.97621, 0.68928], [-0.10439, 1.01244, 0.41352], [2.35149, 1.91700, -0.88401], [3.21122, -0.23757, -1.12713], [1.27455, -1.48027, -1.00897], [1.13593, -0.40022, 1.80227], [-3.05091, 0.87980, 1.47204], [-3.70046, -0.42862, -0.28473], [-1.10308, 0.21112, -0.35735], [-3.08983, 1.57443, -1.06061], [-0.72565, -1.26481, -0.12397], [1.23537, -0.16526, 0.73869], [-0.45949, 1.40068, 1.22947]],
  "atomic_forces_ev_per_a": [[-1.185, 2.300, -0.478], [1.223, 0.254, -1.883], [-0.275, 0.762, 0.321], [0.331, 1.725, 1.032], [0.770, 0.716, -0.999], [-0.324, 0.054, 1.127], [-1.182, 0.315, 1.206], [1.288, -2.180, 2.722], [0.061, 0.213, 0.430], [2.703, -3.498, -1.931], [-0.096, -0.212, 0.382], [0.343, -1.084, -1.036], [0.085, 0.652, -1.583], [0.197, 0.562, -0.171], [0.007, 0.743, 1.031], [-0.979, -1.622, -0.289], [0.100, -0.845, -0.945], [-0.507, 0.918, 0.509], [-1.918, -2.387, -0.094], [-0.174, 1.513, -1.200], [-0.469, 1.101, 1.846]],
  "nbo_charge": [0.274, 0.870, 0.437, 0.267, 0.225, 0.242, 0.859, -0.489, -0.112, -0.564, -0.153, -0.152, 0.236, 0.244, -0.136, -0.143, -0.450, -0.123, -0.433, -0.320, 0.419],
  "homo_energy_ev": -14.95,
  "charge": 1,
  "orbital_gap_ev": 11.80,
  "lumo_energy_ev": -3.15
}